Record 1
# C22H61BClN15O33S

16 unconnected molecules or ions with the total composition C22H61BClN15O33S in a non-equilibrium geometry (ωB97M-V/def2-TZVPD, OMol25).

```
134
Properties=species:S:1:pos:R:3
C -1.83120 0.50265 -0.47653
C -1.30875 -0.89433 -0.27333
O -2.43327 -1.79273 -0.49284
C -0.24390 -1.31524 -1.25331
B 1.14436 -0.56772 -1.16802
C 1.39287 0.88819 -0.60269
C 1.05049 1.87822 -1.72482
C 1.28255 3.35009 -1.32149
C 0.16488 4.24952 -1.84695
S -0.07120 4.17439 -3.62281
O -0.74856 5.36419 -4.01762
O 1.20982 3.99574 -4.21713
Cl -1.30918 2.63132 -4.11016
H -1.99001 0.74582 -1.51460
H -2.76031 0.62182 0.06718
H -1.16919 1.25050 -0.06531
H -1.01046 -1.06456 0.75175
H -3.22520 -1.26644 -0.59836
H -0.04011 -2.35562 -1.03849
H -0.63803 -1.27770 -2.26224
H 2.07840 -1.13748 -1.62646
H 0.88867 1.12423 0.32657
H 2.45279 0.98174 -0.39643
H 1.60727 1.67613 -2.62658
H -0.00888 1.77141 -1.91068
H 1.32255 3.42287 -0.24789
H 2.22701 3.67870 -1.73231
H -0.75234 4.12363 -1.28990
H 0.49276 5.26714 -1.68175
C -5.31015 3.51714 -3.12190
N -4.90334 2.64422 -1.99595
O -3.74876 2.69158 -1.64103
O -5.75696 1.94154 -1.49631
H -4.44236 4.07569 -3.45053
H -5.68470 2.88226 -3.92119
H -6.08144 4.17591 -2.76015
C -3.35415 -3.88520 -3.21847
N -2.44988 -2.86840 -3.80961
O -2.95480 -1.96512 -4.44903
O -1.26479 -2.99498 -3.61506
H -4.37353 -3.62809 -3.47971
H -3.07531 -4.84776 -3.62849
H -3.20392 -3.85979 -2.14365
C 4.15400 -2.72299 1.99843
N 3.04071 -2.36574 1.07733
O 2.79571 -1.18259 0.98150
O 2.46345 -3.26684 0.50409
H 4.54899 -1.80963 2.42413
H 3.74704 -3.36491 2.77000
H 4.91070 -3.24036 1.41740
C 4.04145 -6.20692 5.10989
N 5.00042 -5.11674 4.78737
O 6.12629 -5.43029 4.47653
O 4.59930 -3.96994 4.86069
H 4.54814 -7.14759 5.00691
H 3.70641 -6.05505 6.12825
H 3.22120 -6.12794 4.40884
C -5.86301 0.48389 1.37807
N -4.99961 0.63064 2.58355
O -3.96275 1.24502 2.46101
O -5.39357 0.12200 3.60867
H -5.38597 0.98500 0.54361
H -5.97255 -0.57887 1.18447
H -6.82167 0.93728 1.60772
C 1.13723 -9.55936 3.57407
N 2.29135 -8.64731 3.77221
O 2.86978 -8.68058 4.83836
O 2.58920 -7.93043 2.84558
H 0.98695 -10.13223 4.48068
H 0.27077 -8.94373 3.35493
H 1.37532 -10.20469 2.73525
C -4.54776 7.62493 -1.14733
N -5.40863 6.51355 -1.64254
O -5.22972 5.41287 -1.16627
O -6.23278 6.77252 -2.49154
H -3.87710 7.22607 -0.40592
H -4.00372 8.01617 -2.00122
H -5.20069 8.37552 -0.72187
C 4.91895 1.51805 -2.86821
N 5.10705 0.58374 -1.72690
O 6.02290 0.80152 -0.96779
O 4.32320 -0.33513 -1.63461
H 5.68599 2.28065 -2.81692
H 5.00244 0.93804 -3.78172
H 3.92903 1.95366 -2.77331
C 0.72394 -6.84935 -0.02004
N 0.26054 -8.22244 -0.35901
O 0.54397 -9.12620 0.39338
O -0.37536 -8.35413 -1.37600
H 1.27517 -6.89068 0.91082
H 1.35702 -6.50688 -0.83236
H -0.15773 -6.22226 0.07674
C 5.60197 -8.98568 7.39969
N 5.15624 -7.97694 8.39902
O 4.32232 -7.16800 8.05233
O 5.65926 -8.03531 9.49482
H 5.06840 -8.81428 6.47341
H 6.67136 -8.85924 7.26498
H 5.37346 -9.96610 7.80450
C -2.44652 -3.08244 2.81790
N -1.76185 -4.39342 2.98520
O -0.62067 -4.49434 2.58907
O -2.39639 -5.27956 3.50971
H -1.76212 -2.39429 2.33962
H -3.32372 -3.25104 2.20235
H -2.72587 -2.73154 3.80608
C -3.62964 -1.02126 -7.81168
N -4.33981 -2.19014 -8.39769
O -4.16153 -3.27220 -7.88739
O -5.05273 -1.97437 -9.35212
H -3.03560 -1.36064 -6.97123
H -3.00100 -0.59868 -8.58893
H -4.38401 -0.31031 -7.49103
C 3.88157 5.98024 0.47585
N 4.36410 4.58028 0.31683
O 5.43268 4.41326 -0.22620
O 3.64884 3.69621 0.73421
H 4.62179 6.64390 0.05638
H 2.93821 6.05954 -0.05422
H 3.74748 6.16673 1.53564
C -1.51511 10.15284 1.67375
N -2.38618 9.04976 1.18940
O -2.22111 7.95096 1.65967
O -3.21405 9.32642 0.34448
H -0.83575 9.75275 2.41575
H -0.97447 10.53955 0.81622
H -2.16065 10.91274 2.10231
C 1.87373 9.81469 -1.27610
N 2.21643 8.87380 -0.17528
O 3.38884 8.68684 0.06008
O 1.29328 8.35351 0.41181
H 2.79331 10.19471 -1.70234
H 1.30144 9.25970 -2.01327
H 1.28229 10.61651 -0.84623
```

LUMO: -0.75 eV
Highest occupied orbital energy: -9.717 eV

Löwdin atomic charge list, values in e, 2 entries: -0.04 -0.41

Record 2
# C22H61F8N4O23S4Y

A molecular structure, C22H61F8N4O23S4Y in a non-equilibrium geometry (ωB97M-V/def2-TZVPD, OMol25).

```
123
Properties=species:S:1:pos:R:3
Y -10.38269 2.41681 23.83340
C -9.59526 4.29387 28.24533
F -10.48931 3.60413 28.91873
F -9.30674 5.35153 28.97757
F -8.45091 3.62967 28.05355
S -10.25429 4.83971 26.55700
O -10.24578 3.59367 25.73907
O -11.56197 5.30978 26.90241
O -9.33468 5.84804 26.08829
C -14.88302 1.67560 25.79769
F -14.99121 0.58553 25.04383
F -16.09895 2.10399 26.08400
F -14.19994 1.36238 26.89967
S -13.92412 3.03553 24.90557
O -12.63943 2.37051 24.58678
O -14.72159 3.29747 23.71264
O -13.86050 4.18507 25.78438
N -10.77383 0.29740 24.40090
S -11.37469 -1.04723 23.85090
O -12.80204 -1.30387 23.87409
O -10.50107 -2.17600 23.84823
F -11.20225 -0.65552 22.30896
S -10.69875 -0.33845 26.00349
O -9.49696 -1.01285 26.36789
O -11.94308 -0.81726 26.52617
F -10.45888 1.07578 26.67292
O -11.76933 2.25441 21.91172
H -12.48474 1.57091 21.79250
H -11.62167 2.61897 21.02955
O -9.07225 1.69653 21.89874
H -8.18466 1.63194 21.52093
H -9.55552 0.90316 21.53623
C -8.06528 -3.30288 28.19137
C -8.10509 -3.45597 29.70132
O -8.60805 -4.74633 30.03395
O -7.05489 -4.07286 27.53249
H -7.98258 -2.23629 27.98016
H -9.01482 -3.70832 27.83790
H -8.78146 -2.67209 30.07283
H -7.16012 -3.20216 30.19634
H -8.94090 -4.68383 30.93447
H -7.57918 -4.83451 27.20290
C -6.03405 -1.63738 25.25608
C -6.45105 -2.92122 24.51869
O -5.84994 -2.90856 23.21302
O -6.22242 -0.56783 24.33140
H -4.97236 -1.68731 25.51062
H -6.67087 -1.49751 26.12425
H -7.52798 -3.07337 24.38814
H -6.14342 -3.86348 24.98478
H -6.23176 -3.54977 22.61546
H -5.90592 -0.91249 23.48304
C -13.95330 -3.48978 27.23900
C -14.59521 -2.42191 28.17242
O -15.95539 -2.25184 27.96093
O -14.29962 -3.20713 25.85691
H -14.46493 -4.45236 27.31990
H -12.87172 -3.57847 27.35117
H -14.08624 -1.51268 27.83884
H -14.32157 -2.57600 29.22094
H -16.49561 -2.95300 28.33120
H -13.81919 -2.38619 25.67915
C -15.18932 -0.43747 19.95430
C -14.46444 -0.44730 21.31942
O -14.03722 0.86000 21.67738
O -16.50443 0.09213 20.03341
H -15.30899 -1.47825 19.65537
H -14.59051 0.11387 19.22446
H -13.59973 -1.10051 21.21356
H -15.12468 -0.83724 22.09525
H -14.72718 1.53115 21.72982
H -16.45480 1.01914 20.28955
C -9.50966 -2.91188 20.59490
C -9.17807 -1.74125 19.66719
C -9.44815 -2.04642 18.18067
O -8.81081 -0.97962 17.49395
C -8.86265 -1.07897 16.10291
N -9.89888 -0.53591 20.05585
H -8.82598 -2.91712 21.45095
H -9.30144 -3.84804 20.07732
H -10.47721 -2.83203 21.08998
H -8.09004 -1.67259 19.71696
H -10.53444 -2.00574 18.01405
H -9.11372 -3.00482 17.77314
H -8.18882 -1.87299 15.73779
H -8.49465 -0.21630 15.54951
H -9.85427 -1.37655 15.74379
H -9.62700 0.22382 19.43284
H -10.88510 -0.66509 19.84317
C -13.02974 -5.37860 23.68910
C -12.51885 -5.25341 22.24606
C -12.77286 -6.49278 21.36591
O -11.88365 -7.52960 21.69767
C -12.46479 -8.49172 22.58178
N -13.41187 -4.15876 21.74286
H -12.99327 -4.41907 24.19847
H -12.44102 -6.04498 24.33485
H -14.02576 -5.82149 23.63833
H -11.44417 -5.07207 22.22520
H -12.64420 -6.12867 20.34355
H -13.82446 -6.79490 21.44235
H -12.93364 -7.99225 23.42939
H -11.69097 -9.17247 22.92509
H -13.21854 -9.02899 21.99871
H -13.44551 -3.46945 22.50028
H -14.35247 -4.49141 21.98244
C -9.66236 -8.64588 25.45165
C -8.86897 -8.27427 26.71269
C -9.46138 -6.92148 27.20572
O -8.91400 -5.77605 26.56827
C -9.63629 -5.33023 25.42012
N -9.15130 -9.25597 27.73859
H -9.48648 -9.69371 25.18332
H -9.33916 -8.13150 24.53626
H -10.74576 -8.51717 25.41597
H -7.80469 -8.15968 26.49990
H -9.27050 -6.77626 28.27368
H -10.55174 -6.95177 27.13668
H -9.24810 -4.31465 25.30429
H -10.71816 -5.34060 25.53898
H -9.35427 -5.85734 24.50481
H -8.43289 -9.95105 27.88766
H -9.27828 -8.80678 28.63893
```

LUMO: -1.83 eV
Highest occupied orbital energy: -9.479 eV

Löwdin atomic charge list, values in e, 2 entries: 1.81 -0.68

Number 1: HOMO-LUMO gap 0.32935 hartree. Number 2: HOMO-LUMO gap 0.28097 hartree.